(1)
Here is a cluster of 6 separate species, C38H89BBr2N4O8P in total at a distorted geometry from OMol25. Energies are from the ωB97M-V functional and the def2-TZVPD basis.

HOMO energy	-0.419	Eh
multiplicity	1
total charge	+1
frontier orbital gap	8.83	eV

Atoms and positions in Å:
C (5.3715, 1.4087, -3.0867)
C (3.9765, 2.0126, -2.8952)
C (2.8318, 1.0856, -3.3521)
N (1.7133, 0.8566, -2.4192)
C (2.0116, 0.2340, -1.1162)
N (3.4085, -0.1010, -0.9290)
C (1.1931, -1.0456, -0.8091)
C (0.7080, -1.0897, 0.6440)
C (0.0389, 0.1148, 1.3339)
C (0.7401, 0.5328, 2.6370)
C (0.8635, -0.6239, 3.6338)
C (2.1026, 1.1812, 2.3852)
B (2.1813, -2.3409, -1.0333)
C (2.8990, -2.5958, -2.4245)
O (2.3124, -3.2265, -0.0050)
N (0.1427, -1.1979, -1.8942)
P (-0.5270, -2.9418, -1.8559)
C (-0.8044, -3.1007, -3.6505)
C (-2.2189, -2.9252, -1.1901)
C (-2.3053, -3.1608, 0.3212)
C (-0.6801, 0.0229, -2.2765)
C (-1.7396, 0.4427, -1.2486)
C (-3.2097, 0.6415, -1.7626)
C (-3.7053, 2.0813, -1.6241)
C (-3.5098, 0.1241, -3.1647)
C (0.3487, 1.0361, -2.9011)
O (0.4393, 0.5941, -4.2802)
N (-0.7196, 0.9446, -5.0448)
O (-0.5977, 0.5801, -6.1369)
C (-0.2261, 2.4985, -2.7925)
Br (0.3909, 3.6526, -4.2302)
C (0.0353, 3.1157, -1.4076)
C (1.0917, 4.1940, -1.2608)
Br (-1.6309, 3.8695, -0.7054)
H (6.1108, 2.1780, -3.3120)
H (5.7322, 0.9032, -2.1832)
H (5.3852, 0.6785, -3.9001)
H (3.8347, 2.2683, -1.8450)
H (3.9068, 2.9551, -3.4467)
H (3.2770, 0.1240, -3.6461)
H (2.3902, 1.4716, -4.2632)
H (1.8005, 0.9403, -0.3072)
H (3.9272, 0.6355, -0.4740)
H (3.8967, -0.3822, -1.7651)
H (1.6227, -1.3231, 1.1985)
H (0.0939, -1.9883, 0.7595)
H (-1.0019, -0.1253, 1.5775)
H (-0.0071, 0.9887, 0.6823)
H (0.0971, 1.2990, 3.0891)
H (-0.0218, -1.2664, 3.6149)
H (1.7344, -1.2496, 3.4098)
H (0.9967, -0.2226, 4.6391)
H (2.0264, 1.9809, 1.6344)
H (2.4800, 1.6538, 3.2950)
H (2.8452, 0.4483, 2.0516)
H (2.7398, -3.6376, -2.7229)
H (2.6081, -1.9519, -3.2627)
H (3.9818, -2.4854, -2.2971)
H (3.1998, -3.3678, 0.3369)
H (0.7251, -1.2878, -2.7351)
H (-1.5911, -2.4558, -4.0436)
H (-1.0938, -4.1396, -3.8294)
H (0.1279, -2.8914, -4.1832)
H (-2.8100, -2.0668, -1.4907)
H (-2.6602, -3.7653, -1.7453)
H (-3.2574, -3.6367, 0.5672)
H (-1.5196, -3.8346, 0.6750)
H (-2.2333, -2.2298, 0.8876)
H (-1.2171, -0.3536, -3.1408)
H (-1.4366, 1.3232, -0.6842)
H (-1.7671, -0.3463, -0.4968)
H (-3.8431, 0.0566, -1.0810)
H (-3.2205, 2.7616, -2.3306)
H (-3.5648, 2.4620, -0.6113)
H (-4.7776, 2.1129, -1.8419)
H (-2.8634, 0.5590, -3.9307)
H (-4.5488, 0.3612, -3.4180)
H (-3.4296, -0.9613, -3.2252)
H (-1.2987, 2.4723, -2.9804)
H (0.2436, 2.3161, -0.7055)
H (2.0017, 3.9200, -1.7754)
H (0.7290, 5.1513, -1.6372)
H (1.3167, 4.3216, -0.1982)
C (6.8197, -1.3968, 1.6967)
C (5.5985, -2.2568, 1.9703)
C (5.7046, -3.6257, 1.3183)
O (4.4067, -1.5903, 1.5402)
H (6.9320, -1.2354, 0.6197)
H (6.7197, -0.4257, 2.1804)
H (7.7296, -1.8736, 2.0609)
H (5.4703, -2.3769, 3.0470)
H (5.7892, -3.5184, 0.2309)
H (4.8223, -4.2289, 1.5425)
H (6.5822, -4.1687, 1.6676)
H (4.4605, -1.4354, 0.5886)
C (-4.5398, 2.6220, -5.7804)
C (-5.3699, 1.5191, -6.4159)
C (-5.6489, 1.7808, -7.8857)
O (-6.5786, 1.3093, -5.6860)
H (-5.0540, 3.5854, -5.8253)
H (-4.3671, 2.3861, -4.7298)
H (-3.5771, 2.7331, -6.2826)
H (-4.8349, 0.5698, -6.3146)
H (-6.2210, 2.7055, -7.9987)
H (-6.2307, 0.9666, -8.3160)
H (-4.7226, 1.8856, -8.4513)
H (-7.1055, 2.1133, -5.7411)
C (1.2709, 3.0071, 6.7260)
C (-0.1012, 2.5830, 6.2311)
C (-1.2104, 3.1694, 7.0881)
O (-0.1946, 1.1564, 6.1877)
H (1.4031, 2.6313, 7.7424)
H (2.0592, 2.5860, 6.1000)
H (1.3766, 4.0925, 6.7349)
H (-0.2371, 2.8990, 5.1935)
H (-1.1026, 2.8243, 8.1199)
H (-2.1867, 2.8559, 6.7192)
H (-1.1719, 4.2592, 7.0911)
H (-0.0826, 0.8366, 7.0905)
C (2.3598, 1.4616, 12.3156)
C (1.7374, 0.8885, 11.0539)
C (2.6052, -0.1952, 10.4351)
O (1.4680, 1.9253, 10.1055)
H (3.3272, 1.9163, 12.0838)
H (1.7171, 2.2289, 12.7453)
H (2.5224, 0.6845, 13.0628)
H (0.7539, 0.4773, 11.2886)
H (3.5786, 0.2182, 10.1559)
H (2.1365, -0.5989, 9.5375)
H (2.7743, -1.0130, 11.1361)
H (2.3109, 2.3295, 9.8727)
C (-5.9488, -4.6789, -5.0337)
C (-5.3156, -4.1530, -3.7593)
C (-6.2198, -3.1723, -3.0316)
O (-4.0429, -3.5452, -4.0378)
H (-6.1529, -3.8521, -5.7199)
H (-5.2835, -5.3825, -5.5328)
H (-6.8924, -5.1819, -4.8229)
H (-5.0754, -4.9898, -3.0996)
H (-6.4295, -2.3081, -3.6694)
H (-5.7458, -2.8149, -2.1152)
H (-7.1712, -3.6345, -2.7691)
H (-4.2155, -2.8030, -4.6284)

Cartesian forces, eV/Å:
C 0.106 -0.004 0.099
C -0.219 0.305 0.094
C 0.016 -0.189 -0.148
N -0.105 0.074 -0.075
C -0.220 0.204 0.401
N 0.159 -0.260 0.249
C -0.067 -0.279 -0.192
C -0.063 0.013 -0.040
C 0.094 -0.071 0.062
C -0.094 0.099 0.060
C 0.202 0.025 -0.090
C -0.066 0.137 -0.122
B -0.062 0.006 -0.099
C -0.046 -0.145 0.015
O 0.086 0.536 0.152
N -0.282 0.391 -0.017
P 0.277 -0.027 -0.067
C -0.095 0.245 -0.031
C -0.130 -0.054 0.137
C -0.064 -0.196 0.006
C -0.056 -0.458 0.322
C 0.031 -0.172 0.231
C -0.129 0.008 0.171
C -0.783 -0.377 -0.281
C -0.179 -0.111 -0.053
C 0.253 0.073 0.057
O -0.048 0.100 -0.129
N 0.040 -0.004 -0.035
O -0.015 -0.042 -0.016
C 0.033 -0.251 -0.094
Br 0.163 0.072 -0.017
C -0.021 0.230 0.114
C -0.059 0.044 0.260
Br 1.178 1.131 0.536
H -0.052 -0.049 -0.031
H -0.093 -0.025 -0.111
H 0.037 0.111 -0.031
H -0.017 0.159 -0.035
H -0.016 -0.090 0.037
H -0.110 0.019 0.020
H 0.111 0.078 -0.004
H -0.058 0.017 -0.118
H -0.006 0.083 -0.030
H -0.062 0.054 -0.106
H -0.105 -0.019 -0.044
H 0.082 0.009 0.063
H 0.068 0.003 -0.042
H 0.030 0.004 0.045
H 0.018 -0.100 -0.010
H 0.002 0.106 0.132
H -0.081 0.015 -0.068
H -0.110 -0.111 -0.049
H 0.009 -0.073 0.062
H 0.018 -0.136 0.012
H -0.026 0.045 0.020
H 0.006 0.106 -0.015
H 0.044 -0.010 0.051
H -0.014 -0.059 -0.046
H 0.128 -0.328 -0.050
H 0.077 -0.055 0.010
H -0.060 -0.060 0.025
H 0.029 0.111 -0.070
H -0.026 -0.163 0.016
H -0.030 0.130 -0.154
H 0.059 0.022 0.091
H 0.038 0.165 0.011
H -0.022 0.082 -0.059
H 0.010 -0.038 -0.036
H -0.108 0.136 -0.024
H -0.162 -0.197 -0.195
H 0.030 -0.028 -0.045
H 0.152 0.018 -0.047
H -0.228 -0.207 0.120
H -0.256 -0.273 -0.323
H 0.036 -0.119 -0.043
H -0.155 0.109 0.028
H 0.155 0.027 -0.023
H 0.123 -0.155 -0.049
H 0.139 -0.208 0.036
H 0.133 -0.053 -0.070
H 0.288 -0.088 -0.193
H 0.125 -0.140 -0.106
H -0.047 -0.008 -0.112
C -0.039 0.034 -0.012
C 0.051 0.021 -0.023
C -0.081 0.043 -0.039
O -0.006 -0.198 0.068
H 0.024 -0.016 0.000
H -0.005 0.001 0.005
H 0.007 -0.012 0.001
H -0.003 -0.001 0.007
H 0.035 -0.010 0.002
H 0.022 -0.029 0.040
H 0.005 -0.013 -0.002
H -0.046 0.202 -0.020
C 0.030 -0.025 0.127
C 0.042 0.016 -0.033
C -0.088 -0.018 0.030
O 0.077 -0.052 0.034
H -0.047 -0.023 -0.071
H 0.050 0.067 0.003
H 0.011 -0.013 -0.003
H 0.017 0.014 -0.023
H 0.020 0.015 -0.020
H -0.002 -0.003 -0.001
H 0.017 0.006 0.009
H -0.051 0.023 -0.010
C 0.051 -0.085 -0.043
C -0.006 0.083 0.033
C -0.032 -0.063 -0.017
O -0.008 0.067 -0.014
H 0.034 0.071 0.029
H -0.024 -0.004 -0.026
H -0.028 0.007 0.018
H 0.003 -0.018 -0.012
H 0.010 0.031 0.013
H -0.002 -0.003 0.000
H 0.011 0.008 -0.004
H -0.010 -0.027 0.034
C -0.038 0.062 -0.025
C 0.039 -0.046 0.059
C -0.034 0.030 -0.064
O -0.031 -0.076 -0.042
H 0.016 -0.020 0.016
H -0.004 0.002 0.000
H 0.003 -0.013 -0.003
H -0.006 -0.004 0.004
H 0.015 -0.017 0.019
H -0.003 0.000 -0.001
H 0.000 0.002 0.014
H 0.032 0.060 0.021
C 0.081 0.013 -0.036
C -0.079 0.001 0.059
C 0.080 0.040 0.017
O 0.018 0.037 0.056
H -0.032 -0.007 0.002
H 0.000 -0.002 0.000
H -0.010 0.003 0.011
H 0.006 0.000 0.000
H -0.022 -0.013 0.007
H -0.007 -0.008 -0.017
H -0.011 -0.011 -0.005
H 0.008 0.001 -0.077

(2)
Here is an isolated molecule of C2H2INO2 at a distorted geometry from OMol25. Energies are from the ωB97M-V functional and the def2-TZVPD basis.

HOMO energy (alpha / beta)	-0.270 / -0.381	Eh
multiplicity	3
energy above the lowest of the compared OMol25 structures with the same formula, charge and spin	143.2	kJ/mol
frontier orbital gap (alpha / beta)	6.76 / 6.31	eV
<S²>	2.01

Atoms and positions in Å:
C (0.4476, -1.0354, -0.4663)
C (0.0015, -0.0468, 0.3391)
N (-0.5598, 1.1371, -0.1576)
O (-0.3258, 1.3644, -1.3423)
O (-1.1291, 1.8524, 0.6307)
I (0.1965, -0.4168, 2.4435)
H (1.0426, -1.8115, 0.0427)
H (0.3265, -1.0434, -1.4898)

Cartesian forces, eV/Å:
C 2.574 -4.330 -0.268
C -1.602 3.542 3.692
N 1.528 -2.132 1.486
O 0.058 0.163 -1.265
O -1.350 1.720 0.948
I -0.499 0.623 -1.923
H -0.217 0.446 -0.773
H -0.493 -0.031 -1.898

(3)
Here is a cluster of 5 separate species, C22H53NO10 in total at a distorted geometry from OMol25. Energies are from the ωB97M-V functional and the def2-TZVPD basis.

HOMO energy	-0.338	Eh
SMILES string	COC(=O)CCCCN.COCCOC.COCCOC.COCCOC.COCCOC
multiplicity	1
energy above the lowest of the compared OMol25 structures with the same formula, charge and spin	0.0	kJ/mol
frontier orbital gap	9.89	eV

Atoms and positions in Å:
C (1.6456, -2.0543, 0.5798)
O (0.4807, -1.2325, 0.7128)
C (0.2196, -0.4411, -0.3359)
O (0.9116, -0.3927, -1.3443)
C (-0.9928, 0.4343, -0.1475)
C (-2.2059, -0.2489, 0.5019)
C (-2.5236, -1.6180, -0.0802)
C (-3.9333, -2.0774, 0.2650)
N (-4.1353, -3.4544, -0.2092)
H (1.6395, -2.7296, 1.4254)
H (1.6606, -2.6122, -0.3480)
H (2.5271, -1.4227, 0.6350)
H (-1.2804, 0.7379, -1.1505)
H (-0.7167, 1.3294, 0.4030)
H (-3.0660, 0.4055, 0.3642)
H (-2.0506, -0.3198, 1.5784)
H (-2.4054, -1.5737, -1.1665)
H (-1.8411, -2.3764, 0.2944)
H (-4.6645, -1.3830, -0.1471)
H (-4.0000, -2.0694, 1.3528)
H (-3.5174, -3.6352, -0.9864)
H (-5.0712, -3.5804, -0.5641)
C (-6.7781, 1.3595, 0.3029)
O (-6.0125, 1.3228, -0.8886)
C (-6.7568, 1.6893, -2.0404)
C (-6.4646, 3.1101, -2.4668)
O (-6.9088, 4.0520, -1.5047)
C (-5.8667, 4.5572, -0.6892)
H (-6.0902, 1.2628, 1.1416)
H (-7.3268, 2.2990, 0.4004)
H (-7.4839, 0.5221, 0.3302)
H (-7.8282, 1.5618, -1.8605)
H (-6.4658, 1.0114, -2.8490)
H (-6.9981, 3.3156, -3.4001)
H (-5.3938, 3.2315, -2.6555)
H (-5.2164, 5.2270, -1.2614)
H (-5.2656, 3.7528, -0.2585)
H (-6.3292, 5.1236, 0.1174)
C (-0.7582, 5.0656, -0.1841)
O (-1.2873, 5.1429, -1.4940)
C (-0.5746, 6.0313, -2.3412)
C (0.3682, 5.2935, -3.2648)
O (1.4181, 4.6618, -2.5529)
C (1.2068, 3.2743, -2.3558)
H (-1.2516, 4.2351, 0.3189)
H (0.3194, 4.8851, -0.1943)
H (-0.9654, 5.9858, 0.3732)
H (-0.0201, 6.7649, -1.7484)
H (-1.3128, 6.5703, -2.9432)
H (0.8240, 6.0123, -3.9531)
H (-0.1878, 4.5622, -3.8593)
H (1.3204, 2.7257, -3.2962)
H (0.2153, 3.0762, -1.9417)
H (1.9575, 2.9181, -1.6531)
C (5.0456, -1.5524, -1.4267)
O (4.3729, -2.7982, -1.4531)
C (4.1979, -3.3152, -2.7627)
C (5.1962, -4.4071, -3.0730)
O (6.5242, -3.9109, -3.1212)
C (7.2679, -4.1762, -1.9472)
H (5.2981, -1.3390, -0.3888)
H (5.9647, -1.5780, -2.0169)
H (4.3943, -0.7553, -1.8010)
H (4.2726, -2.5143, -3.5036)
H (3.1876, -3.7326, -2.8184)
H (4.9666, -4.8268, -4.0573)
H (5.1141, -5.2109, -2.3351)
H (7.5132, -5.2416, -1.8762)
H (6.7266, -3.8696, -1.0489)
H (8.1946, -3.6086, -2.0121)
C (2.9768, -3.6296, 6.6660)
O (3.7978, -2.5187, 6.3558)
C (4.3423, -2.5662, 5.0475)
C (3.5852, -1.6730, 4.0915)
O (2.2589, -2.1295, 3.8809)
C (1.2883, -1.3987, 4.6091)
H (2.4679, -3.4083, 7.6025)
H (2.2294, -3.8083, 5.8893)
H (3.5817, -4.5329, 6.7998)
H (4.3508, -3.5940, 4.6724)
H (5.3786, -2.2199, 5.1105)
H (4.0940, -1.6832, 3.1215)
H (3.5822, -0.6432, 4.4605)
H (1.1599, -0.3976, 4.1836)
H (1.5570, -1.3134, 5.6645)
H (0.3450, -1.9357, 4.5257)

Cartesian forces, eV/Å:
C 0.254 -0.038 0.281
O -0.226 0.102 -0.323
C 0.810 0.356 -0.915
O -0.614 -0.244 1.172
C -0.602 -0.517 -0.208
C 0.353 0.099 0.280
C -0.300 0.168 -0.069
C 0.476 -0.303 -0.105
N -0.062 0.123 0.057
H -0.064 -0.005 0.139
H -0.109 0.076 -0.214
H 0.159 0.001 -0.111
H 0.111 0.181 -0.128
H 0.163 0.102 0.111
H -0.097 0.111 -0.067
H 0.010 -0.126 0.100
H -0.040 -0.064 -0.131
H 0.254 -0.024 0.017
H -0.104 0.158 0.000
H -0.291 0.076 0.142
H 0.095 -0.055 -0.141
H -0.149 -0.067 0.063
C 0.043 -0.061 -0.012
O -0.047 0.047 0.077
C 0.188 -0.117 -0.043
C -0.144 0.121 -0.030
O 0.045 -0.059 0.060
C -0.029 0.046 -0.010
H 0.035 -0.029 -0.023
H -0.012 -0.001 -0.005
H -0.047 0.038 0.028
H -0.027 0.024 0.007
H -0.021 0.007 -0.007
H 0.013 -0.014 -0.006
H 0.031 -0.021 0.005
H 0.053 -0.036 0.016
H 0.024 -0.001 -0.015
H -0.035 0.015 -0.023
C -0.030 -0.004 -0.015
O 0.045 -0.012 0.031
C -0.187 -0.046 -0.035
C 0.193 0.061 0.007
O -0.058 -0.023 0.044
C 0.005 -0.034 0.005
H -0.041 0.004 -0.013
H 0.006 0.016 0.010
H 0.047 0.005 0.013
H 0.030 0.006 0.015
H 0.021 0.011 -0.004
H -0.026 0.003 -0.002
H -0.029 -0.020 -0.003
H -0.044 -0.028 0.014
H -0.007 -0.039 -0.026
H 0.043 0.032 -0.023
C -0.080 0.032 0.019
O 0.109 -0.012 0.001
C -0.156 -0.037 0.150
C 0.096 0.027 -0.160
O -0.018 0.022 0.079
C 0.019 0.011 -0.040
H -0.023 -0.015 0.017
H 0.003 0.000 -0.008
H 0.024 0.009 -0.022
H 0.018 0.009 -0.023
H 0.001 0.005 -0.032
H -0.015 -0.005 0.012
H -0.013 -0.007 0.032
H -0.019 -0.004 0.049
H -0.008 -0.020 0.010
H 0.007 -0.008 -0.040
C 0.023 0.017 0.024
O -0.075 -0.023 -0.042
C 0.083 0.087 0.160
C -0.046 -0.087 -0.199
O -0.003 0.009 0.111
C -0.031 -0.018 -0.059
H 0.032 0.017 0.018
H 0.005 -0.015 -0.007
H -0.027 -0.024 -0.031
H -0.014 -0.019 -0.027
H -0.002 -0.008 -0.025
H 0.013 0.012 0.010
H 0.005 0.015 0.034
H 0.007 0.021 0.041
H 0.011 0.017 0.003
H 0.004 -0.009 -0.043

| no. | molar mass (g mol⁻¹) |
| --- | --- |
| 1 | 931.74 |
| 2 | 198.95 |
| 3 | 491.66 |